ORCA calculation (the ωB97M-V functional and the def2-TZVPD basis) on a 24-piece molecular cluster, C13H62ClF2N3O29 overall.

Structure (XYZ):
```
110
C13H62ClF2N3O29 the ωB97M-V functional and the def2-TZVPD basis
C 4.8899 -2.0560 2.0810
C 5.3032 -1.7293 0.6387
C 4.3033 -0.8082 -0.0184
Cl 5.0158 -0.1715 -1.5453
C 2.9615 -1.4464 -0.2548
O 2.7937 -2.6093 -0.0405
O 1.8997 -0.6947 -0.7657
C 1.0451 -0.0737 0.2116
C 0.8581 1.3729 -0.3173
C 2.1064 2.0622 -0.7755
N 3.1740 2.1110 -0.1178
N -0.2161 -0.8127 0.1020
C -1.3959 -0.0731 0.3982
C -1.8811 0.0635 1.8150
O -2.0709 0.4064 -0.4824
C -0.3323 -1.6168 -1.1292
C -0.2221 -3.1076 -0.9576
O -0.5621 -1.1507 -2.2046
N 1.6722 -0.1593 1.5559
C 1.7754 1.0608 2.3127
O 2.8322 1.4670 2.6953
F 0.6746 1.6950 2.6390
C 1.1506 -1.1247 2.4369
O 0.8587 -0.8636 3.5730
F 1.0491 -2.3437 1.9956
H 5.7687 -2.3613 2.6324
H 4.1891 -2.8759 2.0854
H 4.4661 -1.1905 2.5908
H 6.2417 -1.1962 0.7006
H 5.4279 -2.6618 0.1031
H 4.1734 0.0327 0.6512
H 0.2640 1.2264 -1.2135
H 0.2506 1.9906 0.3413
H 2.0510 2.5763 -1.7282
H 3.8895 2.6299 -0.6156
H -1.1203 -0.1065 2.5650
H -2.6238 -0.7258 1.9321
H -2.4010 1.0008 1.9408
H 0.2601 -3.3836 -0.0340
H -1.2432 -3.4669 -0.9315
H 0.3151 -3.4845 -1.8145
O -3.8649 -1.6581 -1.8712
H -3.6304 -0.8022 -1.5023
H -3.0331 -2.0009 -2.2220
O -4.7859 -4.7255 -1.8070
H -5.6598 -4.7157 -1.4057
H -4.6309 -3.8096 -2.0597
O -6.1175 -1.6693 -3.7608
H -6.7039 -1.1960 -3.1598
H -5.3402 -1.8395 -3.2127
O 2.1419 0.5369 5.9588
H 1.7665 0.1278 5.1706
H 3.0710 0.6934 5.7575
O 5.9401 1.0941 2.0567
H 6.3073 1.8241 1.5499
H 5.0432 1.3818 2.2520
O -4.1141 2.7149 -1.2630
H -3.5561 3.4665 -1.4900
H -3.4944 2.0151 -1.0227
O 4.5216 3.5477 3.0713
H 3.6974 3.0525 2.9923
H 4.3921 4.3043 2.4858
O 4.7132 2.8625 5.9497
H 5.5414 2.3876 5.8329
H 4.4110 3.0312 5.0488
O -3.8069 2.2187 -4.3307
H -3.8575 2.2057 -3.3697
H -4.6803 2.5074 -4.6107
O -9.2103 -1.6389 -4.2023
H -9.5832 -1.8466 -5.0669
H -8.2707 -1.5057 -4.3761
O -6.1561 0.5826 -0.8095
H -5.5591 1.3136 -1.0301
H -5.5842 -0.1400 -0.5365
O 2.9730 4.7652 1.0844
H 2.6209 3.8679 1.1327
H 2.5382 5.1488 0.3151
O 8.4672 -1.0542 -2.2288
H 8.8392 -0.3310 -2.7407
H 7.5999 -0.7345 -1.9577
O -0.2626 2.9100 4.8856
H 0.2655 3.7023 4.7514
H 0.3830 2.2380 5.1387
O -0.7169 1.3780 -3.7931
H -0.5013 0.6556 -3.1880
H -1.6742 1.4709 -3.7467
O 9.0530 -3.2882 -0.0884
H 9.8064 -3.8422 -0.3091
H 8.6733 -3.0528 -0.9433
O 4.9695 -4.8735 3.3540
H 4.5546 -5.6401 2.9468
H 5.1904 -5.1688 4.2428
O -8.8508 1.5935 -3.6226
H -9.2695 1.5497 -2.7585
H -8.7906 0.6753 -3.9075
O 4.8132 7.0822 2.1240
H 4.4916 6.2764 1.7059
H 5.0246 6.8214 3.0260
O -11.8771 -0.4896 -3.0965
H -11.6396 0.3682 -2.7353
H -11.0494 -0.8458 -3.4397
O 1.0812 4.8959 -2.0038
H 1.2915 4.8469 -2.9424
H 0.5708 5.7071 -1.9196
O -10.6466 -3.8146 -2.3103
H -10.1497 -3.1011 -2.7266
H -11.4898 -3.4103 -2.0831
O -1.1641 -5.6501 -0.2078
H -1.6375 -6.3425 -0.6816
H -0.9862 -6.0357 0.6559
```

Gap between HOMO and LUMO: 10.316 eV
Net charge: 0
Electronic energy: -96292.55213 eV
LUMO energy: -0.78 eV
Largest force on an atom: 2.524 eV Å⁻¹



ORCA calculation (the ωB97M-V functional and the def2-TZVPD basis) on C13H6AuCl5N2S3Sb as an isolated structure.

Structure (XYZ):
```
31
C13H6AuCl5N2S3Sb the ωB97M-V functional and the def2-TZVPD basis
Au -1.0185 -0.7165 1.4679
Cl -0.3571 -0.6985 4.5682
C 1.0737 -0.6616 3.5957
C 0.9620 -0.6351 2.1928
C 2.1623 -0.6098 1.4757
Cl 2.1773 -0.5835 -0.2445
C 3.4056 -0.6170 2.1161
Cl 4.8580 -0.5899 1.1968
C 3.4695 -0.6486 3.5034
Cl 4.9943 -0.6678 4.2906
C 2.2988 -0.6704 4.2540
Cl 2.3758 -0.7114 5.9674
S -4.5143 -0.4424 -1.0653
Sb -4.5916 -0.5841 1.2900
S -2.8561 -2.2680 1.5737
S -2.7713 0.9441 1.7783
N -1.2283 -1.2138 -3.0073
C -1.2513 -1.6479 -1.7243
N -0.9724 -0.6979 -0.8753
C -0.7697 0.4490 -1.6246
C -0.4579 1.7459 -1.2266
C -0.3081 2.6934 -2.2183
C -0.4561 2.3668 -3.5737
C -0.7676 1.0861 -3.9830
C -0.9267 0.1336 -2.9837
H -1.4375 -1.7649 -3.8199
H -1.4690 -2.6671 -1.4460
H -0.3423 1.9843 -0.1781
H -0.0736 3.7149 -1.9498
H -0.3228 3.1388 -4.3200
H -0.8851 0.8395 -5.0303
```

Gap between HOMO and LUMO (spin up / spin down): 5.638 / 5.969 eV
Net charge: 0
Energy relative to the best compared isomer or geometry (same formula, charge and spin): 47.3 kcal per mole
2S+1: 2
Electronic energy: -121905.31919 eV
LUMO energy (spin up / spin down): -2.95 / -2.87 eV
Largest force on an atom: 1.159 eV Å⁻¹



ORCA calculation (the ωB97M-V functional and the def2-TZVPD basis) on C13H6N3OsS3 as an isolated structure.

Structure (XYZ):
```
26
C13H6N3OsS3 the ωB97M-V functional and the def2-TZVPD basis
Os 0.2686 0.5246 -0.8257
S 2.3603 0.7658 -0.0758
C 2.7168 2.4526 -0.2626
C 4.0335 2.8586 0.1110
N 5.1006 3.1551 0.4149
C 1.7711 3.3189 -0.7049
S 0.1930 2.6984 -1.0585
C 1.9762 4.7258 -0.8216
N 2.1403 5.8586 -0.9142
S -3.6503 -0.7433 0.6750
C -3.7275 0.9671 0.6091
C -2.5443 1.5358 0.2549
C -1.5411 0.5566 0.0040
C -2.0097 -0.7302 0.2374
C -1.1146 -1.8713 0.1464
C -1.4092 -3.1816 0.4702
C -0.3967 -4.1274 0.4103
C 0.8860 -3.7457 0.0403
C 1.1137 -2.4248 -0.2801
N 0.1332 -1.5096 -0.2495
H -4.6627 1.4602 0.8221
H -2.4124 2.6015 0.1440
H -2.4089 -3.4532 0.7793
H -0.6056 -5.1577 0.6650
H 1.6977 -4.4564 -0.0030
H 2.0919 -2.0786 -0.5881
```

Gap between HOMO and LUMO (spin up / spin down): 6.053 / 5.848 eV
Net charge: +1
Energy relative to the best compared isomer or geometry (same formula, charge and spin): 0.0 kcal per mole
Electronic energy: -53012.79380 eV
LUMO energy (spin up / spin down): -6.50 / -6.77 eV
Largest force on an atom: 0.396 eV Å⁻¹



ORCA calculation (the ωB97M-V functional and the def2-TZVPD basis) on C13H7BrN2O6Pt as an isolated structure.

Structure (XYZ):
```
30
C13H7BrN2O6Pt the ωB97M-V functional and the def2-TZVPD basis
Pt 0.0443 -0.0889 -0.1043
O 3.7023 1.0027 1.3484
C 2.5577 0.4772 0.9729
O 1.9433 0.8880 -0.0045
C 2.0464 -0.6423 1.7825
C 2.6029 -1.2346 2.8969
C 1.8909 -2.2527 3.5188
C 0.6445 -2.6342 3.0390
C 0.1394 -1.9985 1.9216
N 0.8649 -1.0594 1.3254
C -1.2188 -2.2148 1.2591
O -1.9553 -3.0650 1.6970
O -1.4299 -1.4530 0.2196
H 3.8985 1.7443 0.7510
H 3.5606 -0.8913 3.2635
H 2.3009 -2.7418 4.3920
H 0.0511 -3.3992 3.5213
Br 0.1158 -0.9107 -3.4091
C -0.8364 0.6392 -2.9169
C -1.4663 1.3651 -3.9024
C -2.1672 2.5007 -3.5319
C -2.2058 2.8656 -2.2027
C -1.5498 2.0949 -1.2610
N -0.8680 0.9814 -1.6208
C -1.5957 2.5413 0.2240
O -2.2364 3.5687 0.4238
O -0.9543 1.8103 1.0221
H -1.4070 1.0395 -4.9300
H -2.6766 3.0897 -4.2844
H -2.7325 3.7381 -1.8453
```

Gap between HOMO and LUMO (spin up / spin down): 6.283 / 6.282 eV
Net charge: 0
Energy relative to the best compared isomer or geometry (same formula, charge and spin): 5.6 kcal per mole
Electronic energy: -102149.32141 eV
LUMO energy (spin up / spin down): -1.55 / -1.55 eV
Largest force on an atom: 0.684 eV Å⁻¹



ORCA calculation (the ωB97M-V functional and the def2-TZVPD basis) on one molecule with the formula C13H8ClN5O3.

Structure (XYZ):
```
30
C13H8ClN5O3 the ωB97M-V functional and the def2-TZVPD basis
O -4.6536 -2.3640 0.5560
N -3.4914 -2.0359 -0.0023
O -2.6523 -2.6900 -0.4768
C -3.2624 -0.6478 -0.0421
C -1.9450 -0.4628 -0.1746
C -1.6125 0.9569 0.0299
C -0.1257 1.1839 -0.1308
C 0.5340 2.6679 0.0179
C 1.8714 2.2732 -0.1447
C 1.9130 0.8791 0.1113
C 3.1543 -0.1164 0.0390
N 4.2583 0.4894 0.0715
N 5.4904 -0.1338 -0.0748
C 6.6350 0.3054 0.1311
N 7.4777 -0.7107 -0.0856
N 6.7250 -1.7748 0.1286
C 5.5724 -1.4879 0.0204
O 0.7606 0.1765 -0.0166
C -2.6282 1.9162 0.1403
C -3.8979 1.7374 -0.1588
C -4.3459 0.4116 -0.1210
Cl -5.9336 -0.0032 -0.0847
H -1.2093 -1.1227 0.0474
H -0.0106 3.5176 0.0897
H 2.7390 3.1375 -0.0490
H 2.9823 -1.0007 -0.0261
H 6.8787 1.4755 -0.2047
H 4.7369 -2.2852 0.1121
H -2.3510 3.1771 -0.1285
H -4.6844 2.6911 -0.0337
```

Gap between HOMO and LUMO: 6.798 eV
Net charge: 0
Electronic energy: -39711.65982 eV
LUMO energy: -1.21 eV
Largest force on an atom: 13.079 eV Å⁻¹



ORCA calculation (the ωB97M-V functional and the def2-TZVPD basis) on one molecule with the formula C13H8F10O7P2S.

Structure (XYZ):
```
41
C13H8F10O7P2S the ωB97M-V functional and the def2-TZVPD basis
C -1.6967 -4.2668 4.5847
C -2.0427 -4.4632 3.1368
C -3.1516 -3.4646 2.4430
C -2.5042 -2.3439 1.4365
C -3.3360 -1.1251 1.1303
F -4.6972 -0.9216 1.6774
C -2.6726 -0.0184 0.1180
O -3.4768 0.6151 -0.7428
C -1.0248 0.2016 0.2015
S -0.3982 1.9441 -0.0728
O -1.5184 2.9022 0.4927
O 0.8937 2.3114 0.6944
C -0.3148 2.3695 -1.9339
F 0.1974 1.2414 -2.7592
F -1.7606 2.5373 -2.3403
C 0.4032 3.8141 -2.2252
F 0.0454 4.8504 -1.1900
F -0.2072 4.3325 -3.5062
C 2.0275 3.7557 -2.4373
F 2.6893 2.5434 -1.9006
F 2.2605 3.9519 -3.9171
C 2.8120 5.0486 -1.7229
F 4.2476 4.9038 -2.1655
F 2.3457 6.3616 -2.2268
F 2.8299 4.9243 -0.2408
C -0.2066 -1.0118 0.4684
P 1.6989 -0.9029 0.5313
P 2.5054 -1.7987 -1.2853
O 1.2511 -2.4429 -2.0669
O 3.1663 -0.5261 -2.2813
O 3.6746 -3.0585 -0.9136
C -1.0144 -2.4566 0.7080
O -0.5223 -3.6476 0.3306
H -0.5672 -4.1548 4.9317
H -2.5561 -4.2628 5.4032
H -1.5243 -5.3686 2.5609
H -3.7235 -2.9259 3.3419
H -3.9351 -4.1496 1.8896
H 2.0659 -1.7058 1.7053
H 4.0922 -0.3258 -1.9418
H 3.6448 -3.2669 0.0843
```

Gap between HOMO and LUMO: 5.894 eV
Net charge: 0
Electronic energy: -84512.83825 eV
LUMO energy: -3.09 eV
Largest force on an atom: 9.058 eV Å⁻¹



ORCA calculation (the ωB97M-V functional and the def2-TZVPD basis) on C13H8GaN2O5Se as an isolated structure.

Structure (XYZ):
```
30
C13H8GaN2O5Se the ωB97M-V functional and the def2-TZVPD basis
O -0.0692 4.1480 -3.8337
C 0.0132 3.0163 -3.9360
Ga 0.1622 -0.2729 -3.3094
O -0.0335 0.3967 -6.7564
C 0.0026 0.2700 -5.6221
C 0.0131 -2.2160 -3.4957
O -0.0374 -3.3667 -3.6194
C -2.2464 0.2513 -3.6184
O -3.3678 0.3965 -3.7388
C 2.2983 0.2238 -3.5497
O 3.4294 0.3542 -3.7324
C -2.2476 0.3341 1.1520
N -0.8420 -0.0011 1.2687
C 0.0942 0.2308 0.3045
Se -0.2716 1.1602 -1.2990
N 1.2907 -0.1293 0.8632
C 1.1281 -0.4880 2.2147
C 2.0659 -0.6534 3.2336
C 1.5774 -0.7265 4.5463
C 0.1988 -0.6212 4.8184
C -0.7251 -0.4780 3.7732
C -0.2327 -0.4203 2.4689
H -2.7137 0.2882 2.1400
H -2.7672 -0.3377 0.4603
H -2.3353 1.3481 0.7578
H 2.1755 -0.0532 0.3627
H 3.1263 -0.7470 2.9815
H 2.2615 -0.8554 5.3813
H -0.1524 -0.6578 5.8533
H -1.7954 -0.3937 3.9306
```

Gap between HOMO and LUMO: 4.644 eV
Net charge: +3
Energy relative to the best compared isomer or geometry (same formula, charge and spin): 0.0 kcal per mole
Electronic energy: -144518.30141 eV
LUMO energy: -12.96 eV
Largest force on an atom: 8.275 eV Å⁻¹



ORCA calculation (the ωB97M-V functional and the def2-TZVPD basis) on C13H9BrN2RhSTe4 as an isolated structure.

Structure (XYZ):
```
31
C13H9BrN2RhSTe4 the ωB97M-V functional and the def2-TZVPD basis
Rh -0.8913 1.4463 0.9086
Br -2.8000 0.0521 -6.0899
C -1.9282 0.0693 -4.4105
C -1.8870 1.2409 -3.6723
C -1.2645 1.2399 -2.4364
C -0.6663 0.0836 -1.9480
C -0.7299 -1.0889 -2.6951
C -1.3604 -1.0978 -3.9288
N -0.0447 0.1587 -0.6690
C 0.8913 -0.6500 -0.3560
C 1.5042 -0.6372 0.9764
C 2.5763 -1.4647 1.2844
C 3.1131 -1.4035 2.5605
C 2.5715 -0.5130 3.4730
C 1.4992 0.2770 3.0753
N 0.9721 0.2032 1.8637
H -2.3471 2.1419 -4.0524
H -1.2341 2.1315 -1.8234
H -0.3246 -2.0167 -2.3133
H -1.4226 -2.0106 -4.5043
H 1.2854 -1.3680 -1.0745
H 2.9735 -2.1430 0.5398
H 3.9426 -2.0405 2.8372
H 2.9578 -0.4334 4.4796
H 1.0304 0.9809 3.7541
Te -2.5032 2.1241 2.7996
Te -2.9343 -0.2127 1.6426
Te -1.3657 -0.6401 5.5013
Te -1.6475 -2.0357 3.3412
S 0.3356 4.5058 0.3655
C -0.3016 3.1006 0.5711
```

Gap between HOMO and LUMO (spin up / spin down): 5.849 / 4.968 eV
Net charge: 0
Energy relative to the best compared isomer or geometry (same formula, charge and spin): 20.6 kcal per mole
2S+1: 2
Electronic energy: -129665.73075 eV
LUMO energy (spin up / spin down): -1.05 / -1.93 eV
Largest force on an atom: 0.345 eV Å⁻¹



Question: Which formula does entry 6 have?
Answer: C13H8F10O7P2S



Question: The highest net charge belongs to which entry?
Answer: C13H8GaN2O5Se